Below is 7 unconnected molecules or ions with the total composition C30H78N4O14 at a distorted geometry, with properties calculated with the ωB97M-V functional and the def2-TZVPD basis.

The geometry in XYZ format:
```
126
Properties=species:S:1:pos:R:3:forces:R:3
C -14.521 -18.455 22.709 -1.1 -3.5 -1.6
C -13.707 -19.328 21.703 0.2 1.3 0.8
O -13.926 -20.650 21.903 -1.8 -1.5 2.5
O -14.084 -17.209 22.633 0.3 3.9 -0.5
H -14.409 -18.794 23.713 -0.2 -1.0 0.9
H -15.612 -18.564 22.383 1.3 0.4 0.6
H -12.626 -19.175 21.714 0.2 0.8 0.4
H -14.054 -19.070 20.743 -0.4 0.8 -1.5
H -13.497 -21.137 21.252 1.0 -1.4 -1.7
H -13.251 -17.133 23.101 0.5 0.2 0.2
C -11.457 -18.456 24.570 -0.3 0.4 2.3
C -10.591 -18.499 25.824 -1.1 2.0 -0.3
O -9.275 -18.135 25.458 -0.6 1.3 1.8
O -11.412 -17.142 24.033 -1.6 -1.1 -0.3
H -12.490 -18.792 24.816 0.5 0.7 -0.3
H -11.032 -19.248 24.036 0.6 -0.9 -2.3
H -10.669 -19.389 26.374 0.2 -1.8 0.4
H -11.058 -17.766 26.499 0.8 0.3 0.0
H -8.943 -18.769 24.860 0.7 -1.2 -1.2
H -10.519 -16.802 24.036 0.9 0.2 0.1
C -8.014 -15.656 27.687 0.4 -0.3 -0.5
C -6.987 -16.859 27.580 -3.9 0.2 1.3
O -6.007 -16.670 28.566 -0.2 0.1 0.2
O -7.227 -14.500 27.823 0.7 0.1 0.4
H -8.636 -15.692 28.583 -0.2 -0.7 0.1
H -8.689 -15.516 26.818 0.5 -0.5 0.2
H -6.563 -16.898 26.622 0.6 0.1 -1.5
H -7.550 -17.797 27.773 0.3 0.3 -0.3
H -5.304 -17.142 28.148 1.6 -0.2 0.2
H -6.577 -14.856 28.466 0.1 1.0 -0.4
C -3.244 -18.864 27.109 1.0 -1.2 -0.8
O -3.744 -17.763 26.430 0.8 0.9 0.7
C -4.409 -18.042 25.246 -2.0 -1.1 0.4
C -4.707 -16.749 24.547 0.1 -0.8 -2.2
N -5.428 -16.959 23.246 0.3 0.8 0.6
C -6.860 -17.193 23.425 1.7 -0.1 0.0
C -7.522 -17.402 22.094 -0.9 1.3 1.4
O -8.851 -17.640 22.533 0.5 -0.5 -0.6
C -9.677 -17.717 21.416 -2.3 0.9 1.3
H -2.262 -19.235 26.672 -1.2 0.3 0.6
H -3.949 -19.653 27.314 -0.8 -1.1 -1.6
H -3.202 -18.706 28.142 1.3 1.6 1.7
H -5.296 -18.598 25.568 -0.7 0.2 -0.3
H -3.960 -18.783 24.598 1.1 0.1 -0.4
H -3.759 -16.450 24.181 1.2 0.9 0.1
H -5.094 -16.000 25.216 -0.5 0.3 0.3
H -5.321 -16.085 22.675 -0.1 -1.1 0.8
H -7.246 -16.427 24.050 -1.0 1.1 0.0
H -7.074 -18.052 24.061 0.5 -0.6 -0.4
H -7.072 -18.226 21.584 0.2 -0.9 -0.4
H -7.522 -16.537 21.368 0.2 -0.4 0.8
H -9.452 -16.834 20.833 -0.3 -0.1 -0.9
H -10.717 -17.629 21.823 0.7 0.1 -0.6
H -9.637 -18.661 20.920 0.5 -0.6 -0.8
C -12.108 -14.657 21.998 -0.7 -0.2 -0.2
O -12.631 -13.717 21.106 -2.9 0.2 0.7
C -14.093 -13.486 21.426 2.4 3.9 -2.4
C -14.206 -12.279 22.394 -0.7 1.2 0.7
N -15.660 -11.953 22.691 1.1 0.2 -1.1
C -15.906 -11.092 23.888 1.5 -3.9 -0.3
C -17.297 -10.620 23.899 0.4 2.9 -0.6
O -17.323 -9.691 24.969 2.6 0.0 0.4
C -18.555 -9.286 25.323 -1.3 -0.1 1.9
H -12.495 -15.647 21.918 -0.6 -0.9 -0.9
H -12.298 -14.475 23.028 0.1 1.0 1.1
H -11.092 -14.722 21.792 2.0 0.0 0.0
H -14.542 -14.318 21.872 -0.7 -1.6 0.2
H -14.524 -13.121 20.413 0.3 -1.1 1.7
H -13.683 -11.335 22.099 -0.8 -0.7 -0.9
H -13.613 -12.407 23.302 -0.2 -1.0 0.5
H -16.165 -12.821 22.869 0.3 0.2 -0.2
H -15.094 -10.438 24.147 -0.1 1.2 -0.7
H -15.746 -11.838 24.645 -0.4 0.0 1.4
H -18.067 -11.313 24.146 -0.4 -1.3 -0.4
H -17.455 -10.130 22.882 -0.4 -0.4 1.1
H -18.934 -8.780 24.518 -1.7 1.8 -1.9
H -18.666 -8.673 26.244 0.9 -0.2 -0.6
H -19.192 -10.127 25.496 -0.8 -0.9 0.2
C -2.287 -18.999 18.896 0.1 -2.1 0.4
O -3.597 -19.624 18.858 0.6 0.4 0.3
C -3.903 -20.580 19.872 3.2 0.4 1.5
C -3.445 -20.015 21.273 -2.2 0.3 -1.9
N -3.961 -20.837 22.334 1.7 -0.6 2.2
C -5.345 -20.582 22.684 0.1 2.1 1.7
C -5.878 -21.310 23.929 1.2 1.0 0.2
O -7.097 -20.714 24.341 -0.7 -0.3 -0.7
C -8.222 -21.054 23.512 -1.1 0.2 2.9
H -1.412 -19.674 18.869 -0.7 -0.4 -0.2
H -1.984 -18.266 19.600 -0.8 0.4 2.1
H -2.217 -18.370 18.089 -0.2 0.9 -2.8
H -3.388 -21.547 19.748 0.4 0.3 -0.4
H -4.910 -20.893 19.877 -1.5 0.5 -0.3
H -3.926 -19.049 21.356 -0.1 0.8 -0.1
H -2.385 -19.796 21.261 0.3 -0.7 0.4
H -3.382 -20.559 23.168 -0.9 -0.8 -0.9
H -5.987 -20.659 21.838 -0.4 -0.4 -0.8
H -5.461 -19.514 23.076 0.1 -0.8 -1.0
H -5.163 -21.053 24.743 -0.4 -0.3 -0.3
H -5.886 -22.384 23.850 -0.5 -0.6 -0.1
H -8.109 -20.852 22.483 0.1 0.7 -1.1
H -9.160 -20.607 24.000 1.4 0.1 -1.0
H -8.478 -22.084 23.648 0.3 -1.2 -0.2
C -15.259 -10.428 27.872 -2.4 0.4 -0.5
O -14.458 -10.968 26.896 -0.1 0.3 -0.3
C -13.540 -11.838 27.449 1.1 0.7 -0.8
C -12.788 -12.492 26.284 1.1 0.7 1.4
N -12.049 -13.568 26.861 1.5 -2.7 0.7
C -11.470 -14.469 25.807 -0.5 1.1 0.6
C -10.318 -13.790 25.102 -0.2 -0.4 0.3
O -9.694 -14.818 24.323 0.5 1.9 0.6
C -8.492 -14.234 23.847 -0.9 -1.9 -2.6
H -14.858 -10.045 28.771 1.7 0.5 0.9
H -15.971 -11.167 28.267 -0.3 -0.1 -0.4
H -15.771 -9.592 27.400 -0.4 -0.1 0.1
H -13.991 -12.470 28.213 -0.2 -1.0 -0.6
H -12.869 -11.240 28.036 1.0 0.4 0.5
H -11.990 -11.904 25.765 -1.4 0.9 0.2
H -13.534 -12.780 25.558 0.0 -0.6 -0.2
H -11.272 -13.278 27.583 -2.1 -0.5 -2.2
H -12.203 -14.905 25.043 0.5 1.2 1.2
H -11.103 -15.351 26.261 0.5 -0.9 0.8
H -9.629 -13.129 25.720 -0.2 -1.7 0.2
H -10.682 -12.990 24.505 -0.7 0.4 -1.5
H -8.191 -14.892 22.992 0.2 0.8 0.8
H -7.786 -14.132 24.599 1.7 -0.4 1.6
H -8.607 -13.241 23.487 -0.7 1.0 -0.7
```
Forces are in eV/Å.

Output
E_LUMO, eV: 0.41
Kohn-Sham gap, Ha: 0.3224
HOMO energy, eV: -8.36